Entry 1:
A cluster of 2 separate species, C12H13N7O5 in total at a distorted geometry. Source: OMol25; level of theory: ωB97M-V/def2-TZVPD.

The geometry in ORCA input format:
```
! wB97M-V def2-TZVPD RIJCOSX def2/J DEFGRID3
* xyz 0 1
O -2.7317 1.5704 1.0509
N -2.3407 0.4032 1.1103
O -3.1118 -0.5588 1.0981
C -0.9071 0.1567 1.1766
C -0.0153 1.2514 1.1139
C 1.3365 1.0769 1.1337
N 2.2231 2.2244 1.1214
O 3.4421 2.0381 1.1150
O 1.7124 3.3475 1.1197
C 1.8270 -0.2489 1.1957
N 3.0598 -0.7458 1.1946
O 2.9552 -2.0663 1.2645
N 1.6883 -2.4442 1.3175
C 0.9463 -1.3340 1.2746
C -0.4441 -1.1257 1.2780
H -0.4128 2.2542 1.0596
H -1.1391 -1.9450 1.3765
C -2.2737 -3.1792 6.4210
C -2.2944 -2.0704 5.3564
N -2.3206 -2.5393 4.0364
C -3.1700 -3.4971 3.8534
N -3.4437 -4.1542 2.6425
C -4.1813 -5.4078 2.8519
C -4.4392 -5.4491 4.3688
N -3.8705 -4.1840 4.8701
C -3.5084 -4.0528 6.2855
H -1.3844 -3.8000 6.2691
H -2.1995 -2.7604 7.4343
H -3.1876 -1.4473 5.5060
H -1.4266 -1.4056 5.4777
H -2.8019 -4.1185 1.8473
H -3.5979 -6.2718 2.5079
H -5.1202 -5.3800 2.2874
H -3.9205 -6.2853 4.8474
H -5.5015 -5.5068 4.6291
H -3.3494 -5.0523 6.7015
H -4.3605 -3.6238 6.8191
*
```

The structure (SMILES) is O=[N+]([O-])c1cc([N+](=O)[O-])c2nonc2c1.C1CN=C2NCCN2C1. For the gap between HOMO and LUMO, the calculation gives 6.32 eV. The value obtained for the LUMO energy is -2.121 eV. The total energy comes out at -33314.1549 eV. The maximum force is 2.94 eV/A.


Entry 2:
A structure of composition C14H43O8V at a distorted geometry. Source: OMol25; level of theory: ωB97M-V/def2-TZVPD.

The geometry in ORCA input format:
```
! wB97M-V def2-TZVPD RIJCOSX def2/J DEFGRID3
* xyz 1 4
V -23.0160 -24.4001 -3.2615
O -22.1847 -24.2102 -1.3920
H -22.5058 -23.4001 -1.0018
C -22.6770 -24.4987 2.8063
C -23.8332 -24.1322 1.8611
O -23.8736 -24.9435 0.7140
H -22.9239 -24.2784 3.8435
H -21.7970 -23.8981 2.5748
H -22.4523 -25.5538 2.6686
H -23.6986 -23.0672 1.5648
H -24.7989 -24.1195 2.3645
H -23.1577 -24.6687 0.0970
C -20.6430 -27.7522 -4.9615
C -21.8597 -27.2295 -4.2670
O -21.6075 -25.9221 -3.5984
H -19.7698 -27.6554 -4.3086
H -20.4384 -27.2524 -5.9035
H -20.7149 -28.8304 -5.1378
H -22.2295 -27.9590 -3.5394
H -22.6666 -27.0610 -4.9852
H -20.8322 -26.0235 -2.9190
C -17.6296 -23.3659 0.4387
C -18.9238 -23.1516 -0.3491
O -19.7932 -24.2848 -0.0466
H -17.8592 -23.5167 1.4952
H -16.9814 -22.4833 0.4072
H -17.0252 -24.1730 0.0222
H -18.7068 -23.1114 -1.4222
H -19.4326 -22.2609 0.0394
H -20.6581 -24.1738 -0.5248
C -26.2470 -26.9593 -3.1527
C -25.6303 -26.4827 -1.8695
O -24.2608 -25.9755 -2.1446
H -26.1583 -26.1502 -3.8836
H -27.3111 -27.1552 -3.0102
H -25.8069 -27.8773 -3.5344
H -25.5568 -27.2520 -1.1022
H -26.2569 -25.6789 -1.4768
H -23.7985 -25.9752 -1.2802
C -21.2400 -27.4739 -0.4612
C -20.1314 -27.9392 -1.4013
O -19.5733 -26.8631 -2.1808
H -21.6658 -28.2978 0.1052
H -21.9464 -27.0713 -1.1820
H -20.9186 -26.6433 0.1593
H -20.6062 -28.5866 -2.1401
H -19.3321 -28.4750 -0.8948
H -19.3970 -26.0885 -1.5740
C -25.8231 -22.8160 -1.0284
C -24.6911 -22.0028 -1.5849
O -24.1882 -22.5441 -2.8599
H -25.5653 -23.8531 -0.8440
H -26.7182 -22.7626 -1.6475
H -26.0640 -22.3850 -0.0508
H -23.8770 -21.9143 -0.8687
H -25.0710 -20.9998 -1.7835
H -24.0749 -21.8103 -3.4774
C -21.3896 -20.1195 -0.7059
C -22.3044 -18.9603 -0.5241
O -22.5088 -18.3839 -1.8241
H -21.8541 -20.9381 -1.2864
H -21.0153 -20.6051 0.1971
H -20.5320 -19.8905 -1.3436
H -21.8680 -18.2421 0.1769
H -23.2884 -19.2577 -0.1400
H -22.9318 -17.5228 -1.7148
*
```

For the gap between HOMO and LUMO (alpha / beta), the calculation gives 8.59 / 8.69 eV. The value obtained for the LUMO energy (alpha / beta) is -3.652 / -3.765 eV. The total energy comes out at -57276.6144 eV. The maximum force is 2.34 eV/A.


Entry 3:
A cluster of 2 separate species, C2H3Cl2NS in total at a distorted geometry. Source: OMol25; level of theory: ωB97M-V/def2-TZVPD.

The geometry in ORCA input format:
```
! wB97M-V def2-TZVPD RIJCOSX def2/J DEFGRID3
* xyz 0 1
H 1.3301 1.2032 0.5522
N 0.6658 0.9208 -0.1169
C -0.2842 1.6807 -0.3888
Cl -0.9197 3.0686 0.4155
H -1.0429 1.2724 -1.1777
S -0.9402 -2.1975 1.4108
C 0.0741 -1.8833 0.1778
Cl 1.1354 -3.0432 -0.3885
H -0.0185 -1.0218 -0.4844
*
```

The structure (SMILES) is [H]/N=C\Cl.S=CCl. For the gap between HOMO and LUMO (alpha / beta), the calculation gives 8.59 / 8.59 eV. The value obtained for the LUMO energy (alpha / beta) is -0.478 / -0.478 eV. The total energy comes out at -39491.1850 eV. The maximum force is 3.33 eV/A.


Entry 4:
A cluster of 15 separate species, C44H125N7O23 in total at a distorted geometry. Source: OMol25; level of theory: ωB97M-V/def2-TZVPD.

The geometry in ORCA input format:
```
! wB97M-V def2-TZVPD RIJCOSX def2/J DEFGRID3
* xyz 1 2
C 0.0570 -1.8781 3.8854
C -0.2880 -1.5040 5.3604
C 0.0982 -0.0869 5.9255
O 1.5056 0.0976 5.9984
C 1.8725 1.4795 5.8284
N -1.7285 -1.3521 5.3979
H 1.1276 -2.0824 3.8713
H -0.1145 -1.0095 3.2496
H -0.5502 -2.6888 3.4826
H 0.1066 -2.2944 5.9988
H -0.4099 0.2416 6.8321
H -0.3151 0.6075 5.1939
H 1.8963 1.8113 4.7904
H 2.9239 1.6029 6.0880
H 1.2636 2.1570 6.4270
H -2.1117 -1.8623 4.6150
H -2.1336 -0.4537 5.1769
C -4.5531 2.3567 4.3311
C -3.7213 2.6535 3.0139
C -2.2356 2.7214 3.3295
O -1.3725 2.9298 2.1684
C -0.0174 2.6300 2.3162
N -4.1670 1.6217 2.1779
H -4.3095 2.9373 5.2209
H -4.1760 1.4347 4.7735
H -5.6165 2.2431 4.1207
H -4.0027 3.5624 2.4822
H -1.8982 1.8188 3.8390
H -2.2053 3.6621 3.8793
H 0.0073 1.7589 2.9709
H 0.4816 3.2952 3.0209
H 0.5951 2.4892 1.4257
H -5.1088 1.7972 1.8582
H -3.5133 1.5525 1.4111
C -1.7794 0.0969 -1.0331
C -0.6876 -1.0380 -0.9454
C 0.2849 -0.8562 0.3000
O 1.1466 0.1710 0.0111
C 2.1345 0.2169 1.0157
N -1.4133 -2.3037 -1.0599
H -2.2800 0.2277 -0.0737
H -2.5516 0.0344 -1.7998
H -1.1924 1.0090 -1.1406
H -0.0842 -0.8974 -1.8421
H 0.8255 -1.7936 0.4307
H -0.4310 -0.6719 1.1011
H 2.2922 1.2380 1.3631
H 3.0006 -0.3790 0.7278
H 1.8404 -0.3281 1.9126
H -2.1145 -2.1341 -1.7668
H -0.9191 -3.0634 -1.5058
C 0.8743 6.4641 0.4220
C 2.2718 5.7630 0.6045
C 2.7688 4.7931 -0.5233
O 2.0732 3.5384 -0.4535
C 2.2150 2.6444 -1.6185
N 3.1770 6.8003 0.9030
H 0.5253 6.8963 1.3598
H 0.2840 5.6275 0.0482
H 0.9241 7.2103 -0.3710
H 2.1352 5.1373 1.4865
H 3.8567 4.7430 -0.4789
H 2.5731 5.2629 -1.4872
H 2.0710 3.1350 -2.5812
H 1.5658 1.7914 -1.4210
H 3.2109 2.2113 -1.5257
H 2.6531 7.3588 1.5615
H 3.3455 7.2868 0.0340
C -3.3136 -3.3898 2.0469
C -4.0288 -1.9428 1.9936
C -5.2241 -1.9625 2.9734
O -6.3283 -2.5116 2.3408
C -7.3530 -2.9196 3.1984
N -2.9910 -1.0458 2.5175
H -2.8743 -3.6257 3.0162
H -2.4890 -3.4988 1.3424
H -3.9207 -4.2738 1.8518
H -4.3765 -1.6254 1.0105
H -5.4579 -0.9069 3.1119
H -4.9858 -2.5030 3.8894
H -7.6999 -2.0433 3.7459
H -6.9428 -3.7003 3.8390
H -8.1882 -3.3147 2.6200
H -2.2321 -1.2322 1.8777
H -3.2755 -0.0791 2.4493
C 1.8190 -4.6045 -0.9755
C 1.0669 -4.9941 -2.2070
C 1.6463 -6.3747 -2.8411
O 0.7172 -6.7292 -3.8585
C 1.2005 -7.9346 -4.4643
N -0.3387 -4.9979 -1.8616
H 2.8467 -4.4832 -1.3178
H 1.9709 -5.3179 -0.1656
H 1.5274 -3.6116 -0.6329
H 1.1664 -4.2168 -2.9646
H 1.8002 -7.0719 -2.0175
H 2.6865 -6.1987 -3.1153
H 1.3846 -8.5713 -3.5990
H 2.0153 -7.7955 -5.1749
H 0.2577 -8.2971 -4.8738
H -0.7619 -5.8104 -2.2870
H -0.3691 -5.1566 -0.8646
C 4.9344 -3.1165 -5.5688
C 5.5941 -2.8846 -4.2339
C 5.0507 -1.7374 -3.2941
O 3.6595 -2.0737 -2.8819
C 3.0953 -1.0130 -2.2288
N 5.3961 -4.1314 -3.4673
H 5.1212 -4.1358 -5.9067
H 5.2236 -2.3468 -6.2844
H 3.8979 -2.8874 -5.3214
H 6.6475 -2.6830 -4.4281
H 5.0233 -0.8232 -3.8869
H 5.7206 -1.6244 -2.4416
H 3.8517 -0.2972 -1.9069
H 2.7279 -1.5492 -1.3538
H 2.2233 -0.5756 -2.7150
H 5.8192 -3.9830 -2.5623
H 4.4038 -4.1589 -3.2810
C 5.0782 4.8187 3.4271
C 4.6667 3.4971 2.8043
O 5.7583 3.0943 1.9663
O 5.4175 5.9082 2.5417
H 5.8023 4.5595 4.1994
H 4.2259 5.2089 3.9835
H 3.7851 3.6999 2.1963
H 4.6005 2.7542 3.5992
H 6.2332 3.9014 1.7547
H 4.6787 6.0475 1.9447
C 6.6205 -1.4281 0.7272
C 6.3622 0.1430 0.5043
O 5.3306 0.6781 1.3236
O 7.6636 -1.7919 -0.2201
H 5.6989 -2.0101 0.7224
H 6.8632 -1.6251 1.7714
H 6.1555 0.3281 -0.5498
H 7.2551 0.7681 0.4958
H 5.5661 1.5934 1.4921
H 7.7314 -2.7445 -0.3184
C 0.1754 0.9139 -4.8534
C -1.2887 1.4926 -4.8150
O -1.2503 2.6085 -3.9791
O 0.8567 1.5594 -5.9041
H 0.1285 -0.1517 -5.0778
H 0.8378 1.1731 -4.0274
H -2.0507 0.7528 -4.5698
H -1.6597 1.7467 -5.8080
H -1.9903 2.5447 -3.3709
H 0.7717 2.4935 -5.6997
C 4.3367 -1.6718 5.8267
C 4.7179 -0.7195 4.7125
O 3.9469 -0.9248 3.5392
O 4.9502 -2.9079 5.8748
H 3.2790 -1.8277 6.0394
H 4.7548 -1.2564 6.7436
H 5.7644 -0.7911 4.4161
H 4.7139 0.2942 5.1130
H 4.3653 -0.3276 2.9148
H 4.2677 -3.5669 5.7278
C -2.8550 5.3329 -1.7520
C -3.1064 4.5357 -0.4644
O -2.6895 3.1788 -0.4336
O -3.7621 6.3148 -1.7882
H -2.8862 4.8608 -2.7340
H -1.8829 5.8259 -1.7474
H -4.1819 4.5558 -0.2885
H -2.7186 4.9963 0.4442
H -1.9315 3.1458 0.1546
H -4.5987 5.8764 -1.6164
C -5.2872 2.4107 -3.1004
C -5.8369 3.8980 -3.3481
O -6.3350 4.4814 -2.1340
O -3.9033 2.3204 -2.8283
H -5.5821 1.7424 -3.9095
H -5.8776 1.9884 -2.2873
H -6.6126 4.1113 -4.0836
H -5.0640 4.5695 -3.7221
H -7.0011 5.1269 -2.3815
H -3.6513 2.6078 -1.9476
C -2.6356 -2.7411 -5.8120
C -2.3728 -3.0274 -4.3455
O -0.9885 -2.8600 -3.9171
O -2.0678 -1.4028 -6.1397
H -3.6407 -2.9202 -6.1940
H -2.1507 -3.4923 -6.4354
H -2.6831 -4.0198 -4.0184
H -3.0603 -2.4113 -3.7659
H -0.6485 -3.6100 -3.4237
H -1.3330 -1.3671 -5.5230
C -6.3617 -2.4202 -1.5658
C -5.1657 -1.4721 -1.6936
O -5.3423 -0.9479 -2.9847
O -5.9047 -3.5990 -2.2747
H -7.2761 -2.1824 -2.1092
H -6.5784 -2.7343 -0.5448
H -4.1410 -1.8395 -1.6381
H -5.2419 -0.7772 -0.8573
H -4.7683 -0.1783 -2.9839
H -6.3225 -4.3916 -1.9298
*
```

For the gap between HOMO and LUMO (alpha / beta), the calculation gives 8.57 / 2.95 eV. The value obtained for the LUMO energy (alpha / beta) is -2.018 / -7.638 eV. The total energy comes out at -105156.2122 eV. The maximum force is 4.04 eV/A.


Entry 5:
The ion C3H8NO with charge +1 at a distorted geometry. Source: OMol25; level of theory: ωB97M-V/def2-TZVPD.

The geometry in ORCA input format:
```
! wB97M-V def2-TZVPD RIJCOSX def2/J DEFGRID3
* xyz 1 1
C 0.5311 -0.1410 1.6335
C -0.3205 -0.4227 0.4092
N -1.2469 0.7465 0.1340
C 0.4927 -0.6114 -0.8405
O 0.6230 0.3138 -1.5912
H 0.7623 0.9166 1.7246
H 1.5325 -0.5825 1.5915
H 0.1386 -0.4976 2.5883
H -0.9689 -1.2535 0.6549
H -2.2206 0.4548 0.1808
H -1.0102 1.1307 -0.7914
H -1.0669 1.4750 0.8244
H 0.9335 -1.6086 -1.0090
*
```

The structure (SMILES) is C[C@@H]([NH3+])C=O. For the gap between HOMO and LUMO, the calculation gives 11.62 eV. The value obtained for the LUMO energy is -3.828 eV. The total energy comes out at -6771.0251 eV. The maximum force is 1.32 eV/A.


Entry 6:
A cluster of 7 separate species, C37H94N8O13 in total at a distorted geometry. Source: OMol25; level of theory: ωB97M-V/def2-TZVPD.

The geometry in ORCA input format:
```
! wB97M-V def2-TZVPD RIJCOSX def2/J DEFGRID3
* xyz 0 1
C 2.8986 1.9409 2.6074
O 1.5881 2.5345 2.6838
C 1.4611 3.1550 3.9485
C 0.0456 3.7356 4.1036
N -0.1066 4.3362 5.4198
C -1.4210 4.9844 5.5246
C -1.6404 5.6892 6.8219
O -1.5775 4.7547 7.8749
C -1.5830 5.3316 9.1506
H 3.6626 2.5301 3.1139
H 3.1109 1.8547 1.5430
H 2.8586 0.9491 3.0653
H 2.1119 4.0139 4.1240
H 1.4358 2.3984 4.7417
H -0.6366 2.8939 3.9384
H -0.1559 4.5029 3.3552
H -0.0539 3.6586 6.1722
H -2.2244 4.2330 5.4730
H -1.4555 5.7070 4.7095
H -2.5672 6.2717 6.8518
H -0.8081 6.4041 6.9395
H -1.4126 4.5976 9.9335
H -2.5545 5.7915 9.3752
H -0.8424 6.1349 9.2237
C 1.8842 3.3029 -0.9042
O 1.8372 3.4445 -2.3074
C 1.1171 4.6207 -2.6841
C 0.8986 4.5774 -4.1832
N 1.5341 5.7463 -4.8096
C 1.1554 5.8281 -6.2249
C 2.0187 6.8242 -6.9934
O 2.0954 8.0889 -6.4077
C 2.7736 9.0599 -7.1456
H 2.3217 4.1947 -0.4396
H 2.4126 2.3951 -0.6208
H 0.8618 3.2059 -0.5255
H 1.6536 5.5150 -2.3536
H 0.1735 4.6511 -2.1227
H -0.1817 4.5740 -4.3522
H 1.2699 3.6419 -4.6164
H 2.5355 5.5765 -4.7556
H 0.1383 6.2268 -6.2563
H 1.1885 4.8709 -6.7570
H 1.5512 6.8295 -7.9890
H 3.0513 6.4675 -7.1082
H 3.8047 8.7581 -7.3693
H 2.7770 10.0121 -6.6219
H 2.2625 9.2179 -8.1060
C -1.9175 -3.2405 1.9486
O -2.9144 -2.3999 2.4878
C -2.6161 -1.7600 3.7205
C -3.7458 -0.8008 4.0177
N -3.6679 0.4981 3.3805
C -3.7227 0.5427 1.9417
C -3.3444 1.8958 1.3877
O -2.0166 2.2754 1.7751
C -1.5628 3.3129 0.9209
H -1.4697 -3.8436 2.7447
H -1.1377 -2.6543 1.4506
H -2.3809 -3.8685 1.1903
H -1.6471 -1.2441 3.7258
H -2.5560 -2.5634 4.4672
H -3.7403 -0.5757 5.0876
H -4.6584 -1.3586 3.7911
H -2.9534 1.0888 3.7782
H -4.7421 0.2976 1.6266
H -3.0759 -0.2246 1.4914
H -4.0027 2.7124 1.7101
H -3.4228 1.9014 0.2937
H -0.5839 3.6917 1.2018
H -2.3101 4.1113 0.9401
H -1.4276 2.9075 -0.0879
C 3.6848 -2.8134 2.1596
O 4.9312 -3.4491 2.3270
C 5.5673 -3.1853 3.5359
C 4.8885 -3.7668 4.7905
N 4.7888 -5.2120 4.5733
C 4.1842 -5.9112 5.7200
C 4.9646 -5.8119 7.0292
O 6.3123 -6.1166 6.7843
C 7.1265 -5.8557 7.9129
H 3.7283 -1.8178 2.6194
H 2.8053 -3.3127 2.5826
H 3.5116 -2.7387 1.0876
H 5.7072 -2.0912 3.6373
H 6.5915 -3.5580 3.4252
H 3.9110 -3.3201 4.9900
H 5.4811 -3.4393 5.6569
H 5.7218 -5.6098 4.5294
H 4.1740 -6.9679 5.4315
H 3.1779 -5.5673 5.9716
H 4.4988 -6.5435 7.7009
H 4.8245 -4.7864 7.3903
H 6.7031 -6.3290 8.7990
H 7.2164 -4.7707 8.0472
H 8.1560 -6.1656 7.7412
C -1.8379 -6.9277 -9.3814
O -0.8858 -6.5149 -8.4370
C -1.2458 -5.3111 -7.8129
C -0.2303 -5.0348 -6.7231
N -0.5227 -3.7940 -5.9978
C 0.4239 -3.6064 -4.9229
C 0.2622 -2.1938 -4.3078
O 0.4698 -2.1564 -2.9036
C 1.7615 -2.6627 -2.5710
H -1.5133 -7.8323 -9.8965
H -2.0913 -6.1393 -10.0947
H -2.7505 -7.2700 -8.8700
H -2.2343 -5.3195 -7.3384
H -1.2703 -4.4621 -8.5082
H 0.7707 -4.9685 -7.1660
H -0.2687 -5.8550 -6.0057
H -0.6446 -3.0143 -6.6277
H 1.4681 -3.6475 -5.2554
H 0.2548 -4.3157 -4.1140
H -0.7201 -1.7664 -4.5274
H 0.9168 -1.4595 -4.7955
H 2.2170 -2.1056 -1.7521
H 2.4739 -2.5565 -3.3916
H 1.7004 -3.6985 -2.2319
C -6.3222 -2.0946 0.3272
O -5.1184 -1.7456 -0.3426
C -4.6754 -2.8544 -1.1317
C -3.3687 -2.5142 -1.8251
N -3.4987 -1.8328 -3.0958
C -3.8900 -0.4644 -2.9826
C -3.7750 0.2603 -4.3315
O -2.4099 0.4107 -4.6997
C -1.7678 1.5015 -4.0802
H -6.2287 -3.0911 0.7682
H -7.1696 -2.0361 -0.3609
H -6.4355 -1.3872 1.1487
H -5.4362 -3.0037 -1.9102
H -4.6220 -3.7713 -0.5382
H -2.9046 -3.4976 -1.9512
H -2.7019 -2.0229 -1.1121
H -2.6908 -1.9948 -3.6770
H -3.3305 0.1266 -2.2357
H -4.9193 -0.3435 -2.6287
H -4.2238 1.2603 -4.2703
H -4.3790 -0.2269 -5.0975
H -1.6678 1.3708 -2.9993
H -2.2296 2.4715 -4.3007
H -0.7843 1.5209 -4.5542
N -0.5539 -0.8802 -0.5962
C 0.4169 -0.3533 0.2015
N 0.0384 0.7575 0.8978
O 1.5724 -0.7917 0.2181
H -0.2011 -1.4707 -1.3573
H -1.4080 -0.3940 -0.7999
H -0.9336 0.8238 1.1808
H 0.8074 1.2842 1.2939
*
```

The structure (SMILES) is COCCNCCOC.COCCNCCOC.COCCNCCOC.COCCNCCOC.COCCNCCOC.COCCNCCOC.NC(N)=O. For the gap between HOMO and LUMO, the calculation gives 9.06 eV. The value obtained for the LUMO energy is 0.686 eV. The total energy comes out at -78423.7261 eV. The maximum force is 2.38 eV/A.